No. 1
C24H27Cl2O3P2Ru | ωB97M-V/def2-TZVPD

Geometry as XYZ:
```
59
Properties=species:S:1:pos:R:3
C -0.098 -4.358 -6.483
C 0.000 -3.553 -5.221
H -1.148 -4.556 -6.709
H 0.429 -5.315 -6.379
H 0.348 -3.808 -7.322
O -0.920 -3.186 -4.529
Cl 1.663 -3.150 -4.806
Ru -0.078 0.525 -1.712
P -0.099 1.830 -3.414
C -1.439 3.072 -3.522
C 1.392 2.876 -3.308
H 0.780 0.380 -5.124
H 0.092 1.895 -5.851
H -0.991 0.574 -5.266
C -0.045 1.108 -5.091
H 2.267 2.216 -3.313
H 1.427 3.587 -4.142
H -1.252 3.790 -4.337
H -1.497 3.608 -2.562
H 1.362 3.414 -2.353
H -2.396 2.554 -3.689
C -1.848 0.819 -1.383
O -2.976 0.974 -1.081
Cl 1.948 -0.480 -2.321
O 0.149 0.990 0.465
P 0.129 0.147 1.739
C -1.470 -0.737 1.925
C -2.447 -0.211 2.792
C -3.641 -0.886 3.029
C -3.936 -2.046 2.318
C -3.006 -2.540 1.392
C -1.776 -1.911 1.202
C 1.763 -0.597 2.011
C 2.222 -1.691 1.242
C 3.506 -2.206 1.452
C 4.351 -1.655 2.420
C 3.924 -0.559 3.159
C 2.662 -0.012 2.927
C 0.032 1.204 3.199
C 0.049 0.651 4.493
C -0.072 1.487 5.597
C -0.215 2.869 5.389
C -0.235 3.417 4.105
C -0.110 2.583 2.991
H -2.281 0.705 3.353
H -4.318 -0.506 3.796
H -4.869 -2.577 2.536
H -3.254 -3.452 0.864
H -1.040 -2.341 0.523
H 1.565 -2.150 0.501
H 3.842 -3.076 0.898
H 5.318 -2.106 2.652
H 4.539 -0.135 3.952
H 2.380 0.857 3.525
H 0.156 -0.421 4.662
H -0.056 1.080 6.615
H -0.311 3.527 6.250
H -0.344 4.487 3.946
H -0.127 2.998 1.993
```

Values from the calculation:
F_max: 0.1804 Eh/bohr
E: -2853.77171 a.u.
Expectation value of S²: 8.783
Total charge: +2
Kohn-Sham gap (alpha / beta): 5.29 / 3.56 eV
2S+1: 6



No. 2
C24H27EuNOSi | ωB97M-V/def2-TZVPD

Geometry as XYZ:
```
55
Properties=species:S:1:pos:R:3
C -0.059 1.609 1.709
C -0.815 1.941 0.541
C -2.012 2.609 0.939
H -0.544 1.736 -0.501
C -2.019 2.671 2.371
C -0.825 2.027 2.845
H -0.563 1.850 3.893
H 0.934 1.132 1.764
H -2.758 3.037 0.258
H -2.785 3.152 3.002
Eu -2.047 -0.207 1.866
C -0.818 -1.318 0.574
H -0.011 -0.547 0.375
H -0.333 -2.246 0.269
H -1.725 -1.126 -0.120
Si 0.987 -1.118 -2.029
C 2.388 -1.069 -3.351
C 3.353 -0.054 -3.399
H 3.384 0.718 -2.611
C 4.309 -0.109 -4.427
H 5.036 0.693 -4.488
C 4.300 -1.139 -5.369
H 5.040 -1.178 -6.160
C 3.333 -2.135 -5.310
H 3.297 -2.968 -6.005
C 2.371 -2.081 -4.316
H 1.615 -2.857 -4.222
C -0.204 0.179 -2.762
C 0.272 1.065 -3.745
H 1.201 0.870 -4.282
C -0.492 2.157 -4.147
H -0.097 2.802 -4.927
C -1.757 2.353 -3.602
H -2.362 3.188 -3.959
C -2.298 1.383 -2.737
H -3.327 1.495 -2.381
C -1.570 0.231 -2.407
H -2.029 -0.610 -1.864
H 1.654 -0.458 -0.842
H 1.008 -2.534 -2.320
O -3.430 -0.613 3.866
C -2.793 -1.346 4.946
C -1.317 -1.169 4.841
C -0.538 -0.869 5.951
C 0.837 -0.732 5.764
C 1.381 -0.869 4.484
C 0.528 -1.158 3.412
N -0.809 -1.233 3.603
H -4.387 -0.526 4.040
H -3.124 -0.903 5.889
H -3.122 -2.381 4.856
H -1.056 -0.749 6.901
H 1.461 -0.524 6.631
H 2.446 -0.756 4.298
H 0.895 -1.317 2.397
```

Values from the calculation:
F_max: 0.1046 Eh/bohr
E: -2060.36790 a.u.
Expectation value of S²: 15.762
Kohn-Sham gap (alpha / beta): 5.65 / 6.44 eV
2S+1: 8



No. 3
C24H27FInS | ωB97M-V/def2-TZVPD

Geometry as XYZ:
```
54
Properties=species:S:1:pos:R:3
F -2.639 -0.921 -0.100
In -3.548 0.860 -0.552
S -5.785 0.201 -1.382
H -3.680 1.754 0.931
H -2.630 1.565 -1.843
H -6.417 0.488 -0.181
C 1.969 -2.656 0.545
C 2.382 -2.787 1.867
C 1.515 -2.454 2.900
C 0.235 -1.995 2.611
C -0.189 -1.861 1.294
C 0.692 -2.188 0.259
H 2.652 -2.897 -0.261
H 3.384 -3.136 2.091
H 1.838 -2.549 3.930
H -0.442 -1.742 3.418
H -1.179 -1.496 1.044
H 0.373 -2.068 -0.770
C 6.458 -0.340 -0.029
C 5.436 -0.685 0.848
C 4.269 0.068 0.891
C 4.124 1.168 0.053
C 5.144 1.513 -0.826
C 6.312 0.760 -0.867
H 7.366 -0.931 -0.063
H 5.545 -1.547 1.496
H 3.469 -0.209 1.565
H 3.209 1.747 0.078
H 5.026 2.365 -1.484
H 7.105 1.027 -1.554
C -1.377 -4.304 -1.928
C -2.399 -3.420 -1.603
C -3.553 -3.381 -2.379
C -3.688 -4.234 -3.469
C -2.664 -5.119 -3.794
C -1.505 -5.149 -3.027
H -0.467 -4.316 -1.337
H -2.302 -2.721 -0.785
H -4.332 -2.667 -2.133
H -4.587 -4.201 -4.073
H -2.766 -5.776 -4.651
H -0.700 -5.827 -3.288
C -2.020 7.214 1.382
C -1.021 6.666 2.178
C -0.806 5.293 2.176
C -1.588 4.466 1.378
C -2.585 5.014 0.578
C -2.801 6.387 0.582
H -2.190 8.284 1.385
H -0.412 7.310 2.802
H -0.029 4.865 2.799
H -1.439 3.394 1.375
H -3.186 4.358 -0.039
H -3.580 6.812 -0.040
```

Values from the calculation:
F_max: 0.0216 Eh/bohr
E: -1618.98360 a.u.
Total charge: -1
Kohn-Sham gap: 8.00 eV



No. 4
C24H27GeN2O6P2RuS | ωB97M-V/def2-TZVPD

Geometry as XYZ:
```
64
Properties=species:S:1:pos:R:3
Ru -0.020 -0.947 -0.056
N 3.659 -1.109 2.562
C 2.784 0.055 2.076
C 3.411 1.385 2.483
P 1.137 -0.287 2.918
O 0.866 0.974 3.820
O 1.340 -1.552 3.655
O 0.059 -0.248 1.817
P 2.630 -0.148 0.264
O 4.145 -0.032 -0.156
O 1.712 0.864 -0.365
O 2.085 -1.568 0.099
H 3.067 -1.640 3.244
H 4.508 -0.762 3.008
H 3.920 -1.752 1.812
H 3.526 1.446 3.566
H 2.748 2.196 2.183
H 4.379 1.525 2.002
H 0.808 0.791 4.767
H 4.345 0.177 -1.079
C -1.282 -3.204 2.102
C -1.653 -3.624 0.717
C -2.451 -4.765 0.504
C -2.775 -5.139 -0.766
C -2.305 -4.371 -1.853
C -2.596 -4.722 -3.196
C -2.118 -3.972 -4.251
C -1.351 -2.850 -3.998
C -1.036 -2.438 -2.678
S -0.119 -1.037 -2.509
C -1.526 -3.240 -1.572
N -1.208 -2.890 -0.298
H -1.614 -3.936 2.833
H -1.748 -2.246 2.343
H -0.203 -3.081 2.206
H -2.791 -5.332 1.358
H -3.383 -6.016 -0.950
H -3.202 -5.600 -3.383
H -2.347 -4.259 -5.267
H -0.977 -2.246 -4.815
Ge -0.805 1.471 -0.297
C -0.737 2.132 -2.092
C 0.325 2.073 -2.992
C 0.217 2.651 -4.246
C -0.956 3.294 -4.620
C -2.021 3.363 -3.733
C -1.916 2.779 -2.480
C -0.421 2.722 1.078
C -1.278 2.819 2.173
C -1.077 3.790 3.141
C -0.001 4.659 3.033
C 0.865 4.568 1.948
C 0.658 3.607 0.974
H -2.143 0.742 0.015
H 1.256 1.601 -2.703
H 1.049 2.608 -4.936
H -1.039 3.745 -5.599
H -2.931 3.871 -4.019
H -2.762 2.849 -1.803
H -2.121 2.143 2.269
H -1.757 3.873 3.979
H 0.158 5.419 3.786
H 1.689 5.263 1.857
H 1.319 3.560 0.116
```

Values from the calculation:
F_max: 0.0171 Eh/bohr
E: -4744.06546 a.u.
Expectation value of S²: 8.795
Total charge: +2
Relative energy (zero: lowest compared OMol25 entry of this formula, charge and spin): 1.159 eV
Kohn-Sham gap (alpha / beta): 7.66 / 5.37 eV
2S+1: 6